The following is a DFT calculation (ωB97M-V with the def2-TZVPD basis set) of a cluster of 2 separate species, C14H31BNO4S in total.

Properties
2S+1	2
HOMO level (spin up / spin down)	-0.29434 / -0.34069	Eh
⟨S²⟩	0.754
energy	-36209.1548	eV
HOMO-LUMO gap (spin up / spin down)	7.659 / 8.920	eV

```
52
C14H31BNO4S, DFT ωB97M-V with the def2-TZVPD basis set
C 0.906 0.802 2.660
O 1.920 1.769 2.893
C 1.592 3.054 2.412
C 0.509 3.755 3.255
C -0.630 4.388 2.413
B -2.024 3.966 2.917
S -3.323 3.495 1.660
C -4.640 2.666 2.511
O -3.824 4.790 1.228
O -2.781 2.572 0.685
H -0.061 1.264 2.436
H 0.800 0.180 3.550
H 1.170 0.163 1.813
H 1.273 2.992 1.362
H 2.523 3.622 2.439
H 0.971 4.519 3.880
H 0.116 3.004 3.944
H -0.602 5.484 2.493
H -0.507 4.163 1.351
H -2.348 3.945 4.062
H -4.861 3.213 3.424
H -4.320 1.651 2.736
H -5.501 2.668 1.845
C -0.264 -4.146 -2.453
C -0.421 -2.772 -1.779
C -0.648 -1.660 -2.814
C 0.603 -1.276 -3.600
C 1.762 -0.948 -2.663
C 2.071 -2.081 -1.678
N 0.791 -2.416 -0.964
O 0.544 -1.655 0.036
C 2.664 -3.293 -2.399
C 3.087 -1.619 -0.640
C -1.616 -2.838 -0.832
H 0.439 -4.776 -1.910
H -1.226 -4.658 -2.457
H 0.067 -4.072 -3.488
H -1.027 -0.776 -2.294
H -1.437 -1.993 -3.495
H 0.884 -2.073 -4.294
H 0.380 -0.403 -4.216
H 2.669 -0.724 -3.231
H 1.513 -0.052 -2.086
H 2.795 -4.125 -1.706
H 3.646 -3.014 -2.783
H 2.073 -3.637 -3.242
H 2.768 -0.710 -0.138
H 4.037 -1.428 -1.142
H 3.244 -2.389 0.117
H -1.443 -3.568 -0.040
H -2.491 -3.149 -1.406
H -1.821 -1.876 -0.373
```

Atom charges from the Löwdin analysis, given in e for atoms 1 to 8: C -0.08; O -0.19; C -0.23; C -0.17; C -0.17; B -0.14; S 0.58; C -0.16


The following is a DFT calculation (ωB97M-V with the def2-TZVPD basis set) of a structure of composition C14H31Cl6N2O3Pd at a distorted geometry.

Properties
2S+1	3
HOMO level (spin up / spin down)	-0.45834 / -0.45833	Eh
⟨S²⟩	2.008
net charge	+1
energy	-102747.3838	eV
HOMO-LUMO gap (spin up / spin down)	8.871 / 6.479	eV

```
57
C14H31Cl6N2O3Pd, DFT ωB97M-V with the def2-TZVPD basis set
Pd -7.435 2.082 9.654
C -7.230 -2.155 7.873
C -6.291 -1.121 8.452
O -6.852 0.044 8.995
H -7.839 -2.635 8.638
H -6.857 -2.925 7.198
H -7.922 -1.568 7.269
H -5.629 -0.854 7.629
H -5.755 -1.686 9.215
Cl -7.547 -0.578 4.431
C -8.850 0.454 5.060
C -10.011 -0.419 5.227
Cl -11.595 0.441 5.664
H -8.975 1.188 4.264
H -8.683 0.767 6.091
H -9.883 -1.265 5.902
H -10.341 -0.756 4.244
Cl -1.297 0.159 11.020
C -2.863 -0.758 10.658
C -3.825 -0.502 11.809
Cl -3.368 -1.583 13.117
H -2.696 -1.832 10.740
H -3.311 -0.477 9.705
H -4.832 -0.836 11.561
H -3.977 0.499 12.212
Cl -0.985 1.307 5.479
C -2.187 0.018 5.560
C -2.387 -0.671 6.884
Cl -1.052 -1.632 7.312
H -2.037 -0.731 4.782
H -3.044 0.550 5.149
H -3.302 -1.262 6.907
H -2.430 0.067 7.685
C -10.137 0.250 9.276
O -9.640 1.402 9.555
N -11.237 -0.285 9.873
C -11.925 -1.324 9.176
C -11.933 0.290 11.006
H -9.678 -0.459 8.570
H -12.781 -0.953 8.613
H -12.255 -2.192 9.747
H -11.372 -1.804 8.368
H -12.839 0.743 10.603
H -12.273 -0.471 11.708
H -11.411 0.984 11.665
C -8.130 1.162 12.779
O -7.379 1.483 11.907
N -8.693 -0.050 12.817
C -8.167 -1.194 11.959
C -9.544 -0.493 13.940
H -8.527 1.770 13.607
H -7.542 -1.879 12.532
H -7.496 -0.920 11.145
H -9.036 -1.746 11.603
H -10.121 0.323 14.376
H -10.153 -1.303 13.538
H -9.076 -1.072 14.737
```

Atom charges from the Löwdin analysis, given in e for atoms 1 to 8: Pd 0.84; C -0.08; C -0.32; O -0.12; H 0.08; H 0.10; H 0.03; H 0.12


The following is a DFT calculation (ωB97M-V with the def2-TZVPD basis set) of a cluster of 3 separate species, C14H31O10P in total at a distorted geometry.

Properties
HOMO level	-0.38267	Eh
SMILES	CCOP(=O)(OCC)OCC.CCOC(=O)OC.CCOC(=O)OC
energy	-44787.8543	eV
HOMO-LUMO gap	11.221	eV

```
56
C14H31O10P, DFT ωB97M-V with the def2-TZVPD basis set
C -2.828 1.833 -2.244
C -1.370 1.480 -2.019
O -1.211 0.063 -1.995
P 0.184 -0.614 -1.767
O 0.889 -0.251 -0.541
O 0.954 -0.228 -3.102
C 2.171 -0.865 -3.472
C 3.248 0.176 -3.753
O -0.241 -2.125 -1.909
C 0.615 -3.179 -1.446
C -0.147 -4.046 -0.455
H -3.392 1.743 -1.313
H -2.867 2.888 -2.514
H -3.315 1.159 -2.945
H -0.780 1.902 -2.840
H -1.015 1.988 -1.120
H 2.512 -1.527 -2.665
H 2.007 -1.547 -4.312
H 4.177 -0.297 -4.058
H 2.880 0.871 -4.504
H 3.420 0.680 -2.800
H 1.005 -3.789 -2.262
H 1.468 -2.745 -0.915
H 0.506 -4.799 -0.018
H -0.428 -3.408 0.384
H -1.043 -4.448 -0.924
C -4.648 5.714 0.721
C -3.463 5.269 -0.098
O -3.067 3.938 0.232
C -2.081 3.837 1.136
O -1.508 4.743 1.679
O -1.862 2.550 1.334
C -0.757 2.213 2.175
H -4.376 5.812 1.774
H -5.526 5.085 0.594
H -4.967 6.715 0.412
H -2.658 5.998 -0.104
H -3.796 5.227 -1.141
H 0.163 2.629 1.766
H -0.670 1.134 2.208
H -0.947 2.606 3.174
C 1.846 -0.496 2.656
C 0.944 -1.706 2.453
O 1.631 -2.808 1.860
C 2.248 -3.667 2.654
O 2.456 -3.540 3.830
O 2.606 -4.726 1.915
C 3.397 -5.691 2.586
H 2.674 -0.695 3.330
H 1.214 0.260 3.141
H 2.142 -0.058 1.704
H 0.128 -1.459 1.781
H 0.557 -1.990 3.435
H 3.914 -6.257 1.818
H 2.854 -6.340 3.273
H 4.155 -5.208 3.212
```

Atom charges from the Löwdin analysis, given in e for atoms 1 to 8: C -0.06; C -0.26; O -0.15; P 0.36; O -0.21; O -0.17; C -0.28; C -0.06


The following is a DFT calculation (ωB97M-V with the def2-TZVPD basis set) of a structure of composition C14H32AlBrCl10NO7P at a distorted geometry.

Properties
HOMO level	-0.25042	Eh
energy above the lowest of the compared OMol25 structures with the same formula, charge and spin	262.5	kJ/mol
energy	-241997.7587	eV
HOMO-LUMO gap	1.202	eV

```
67
C14H32AlBrCl10NO7P, DFT ωB97M-V with the def2-TZVPD basis set
C 1.425 -1.593 1.983
C 2.129 -1.349 0.554
C 1.196 -1.915 -0.655
O 1.928 -2.822 -1.527
P 3.541 -2.102 -1.421
C 3.766 -1.952 -3.336
C 4.582 -0.683 -3.787
C 4.051 0.695 -3.202
Cl 5.226 1.173 -1.821
O 3.398 -2.025 0.343
H 0.528 -2.283 1.913
H 1.004 -0.583 2.312
H 2.164 -1.888 2.786
H 2.286 -0.217 0.594
H 0.644 -1.054 -1.152
H 0.426 -2.613 -0.205
H 3.953 -3.499 -1.386
H 4.844 -1.527 -1.222
H 2.795 -0.866 -1.390
H 2.775 -2.073 -3.880
H 4.382 -2.867 -3.640
H 5.691 -0.734 -3.545
H 4.506 -0.611 -4.953
H 2.989 0.661 -2.821
H 4.091 1.553 -3.957
C -3.179 0.122 -2.137
C -2.624 -0.327 -0.816
O -1.542 -0.043 -0.364
N -3.340 -1.235 0.070
C -4.779 -1.477 -0.124
H -2.512 0.856 -2.575
H -3.252 -0.744 -2.814
H -4.157 0.576 -2.005
H -2.789 -2.101 0.031
H -3.087 -0.889 1.005
H -5.115 -2.134 0.678
H -4.929 -1.958 -1.089
H -5.307 -0.525 -0.068
C -3.637 -4.621 -3.341
Cl -2.599 -6.053 -3.228
Cl -5.340 -5.113 -3.271
Cl -3.285 -3.526 -1.982
Cl -3.324 -3.778 -4.869
C -3.573 5.561 3.579
O -3.031 4.283 3.886
C -2.402 3.698 2.859
O -2.274 4.160 1.752
O -1.943 2.510 3.282
C -1.244 1.762 2.288
H -4.075 5.955 4.514
H -2.780 6.259 3.292
H -4.325 5.484 2.792
H -0.362 2.306 1.947
H -1.903 1.530 1.449
H -0.918 0.826 2.744
Al 6.211 2.766 -3.691
O 7.484 -1.079 -1.577
H 7.917 -1.569 -2.286
H 7.233 -1.760 -0.941
C -0.958 2.655 6.997
Cl -0.967 4.043 8.091
Cl 0.611 2.506 6.193
Cl -1.351 1.169 7.873
H -1.718 2.815 6.235
Cl -5.179 5.589 5.739
Cl 3.103 0.439 -5.984
Br -3.080 2.237 -0.720
```

Atom charges from the Löwdin analysis, given in e for atoms 1 to 8: C -0.05; C -0.40; C -0.24; O -0.34; P 0.58; C -0.27; C -0.39; C -0.59


The following is a DFT calculation (ωB97M-V with the def2-TZVPD basis set) of a structure of composition C14H32B3BeBrF2O10 at a distorted geometry.

Properties
HOMO level	-0.28101	Eh
energy above the lowest of the compared OMol25 structures with the same formula, charge and spin	745.1	kJ/mol
energy	-113407.1526	eV
HOMO-LUMO gap	1.140	eV

```
63
C14H32B3BeBrF2O10, DFT ωB97M-V with the def2-TZVPD basis set
C -1.042 -1.068 2.633
C -0.220 -2.127 1.747
C -0.848 -3.293 0.918
C 0.062 -4.256 0.077
C 1.628 -4.114 0.028
C 2.229 -2.932 0.873
C 3.816 -2.584 0.919
B 3.940 -1.132 0.147
O 4.781 -0.057 0.673
B 4.029 1.146 0.337
O 3.814 1.420 -1.074
B 3.436 0.210 -1.780
O 3.128 -0.996 -1.051
C 1.324 -1.962 1.718
H -1.868 -0.568 1.997
H -0.332 -0.235 3.043
H -1.503 -1.679 3.502
H -1.985 -3.431 0.884
H -0.387 -5.104 -0.558
H 2.281 -4.800 -0.606
H 4.145 -2.512 2.012
H 4.410 -3.396 0.376
H 3.549 1.882 1.125
H 3.312 0.165 -2.968
H 1.821 -1.094 2.291
O 3.597 -2.120 -4.754
H 2.992 -2.914 -4.924
H 3.647 -1.899 -3.798
H 3.331 -1.338 -5.288
F -0.617 1.215 4.345
F 3.897 -4.095 -5.073
C -1.112 5.492 2.595
C -2.216 5.030 3.526
O -3.475 4.961 2.839
C -3.641 3.902 2.034
O -2.847 3.015 1.848
O -4.852 4.011 1.445
C -5.114 2.995 0.483
H -1.383 6.438 2.117
H -0.176 5.627 3.142
H -0.939 4.770 1.794
H -2.337 5.758 4.332
H -1.976 4.070 3.992
H -4.975 1.997 0.908
H -4.469 3.135 -0.390
H -6.154 3.091 0.167
Be -6.057 3.996 -1.734
O -3.378 5.512 -1.362
H -3.515 6.464 -1.269
H -3.524 5.168 -0.471
C 1.804 -5.179 -7.808
C 1.373 -5.957 -6.540
O 1.099 -5.067 -5.612
H 2.695 -4.569 -7.629
H 2.044 -5.885 -8.609
H 1.005 -4.526 -8.172
H 2.196 -6.672 -6.351
H 0.565 -6.633 -6.867
O -2.627 2.563 6.231
H -3.360 2.102 6.684
H -2.048 1.924 5.730
H -2.070 3.137 6.898
Br -0.901 2.998 8.281
```

Atom charges from the Löwdin analysis, given in e for atoms 1 to 8: C -0.09; C -0.17; C -0.01; C -0.06; C 0.00; C -0.14; C -0.04; B -0.43


The following is a DFT calculation (ωB97M-V with the def2-TZVPD basis set) of a structure of composition C14H32BBaF6N3O14P at a distorted geometry.

Properties
HOMO level	-0.46784	Eh
net charge	+1
energy	-75124.6914	eV
HOMO-LUMO gap	8.144	eV

```
72
C14H32BBaF6N3O14P, DFT ωB97M-V with the def2-TZVPD basis set
Ba -0.338 -6.036 14.862
B -0.887 -8.619 14.549
H -0.911 -9.785 14.282
H 0.101 -8.432 15.182
H -0.842 -8.024 13.524
H -1.829 -8.258 15.188
C -3.316 -11.016 15.663
N -2.236 -11.993 15.500
O -1.260 -11.878 16.216
O -2.406 -12.852 14.668
H -4.161 -11.487 16.162
H -3.633 -10.729 14.661
H -3.073 -10.092 16.173
C -5.079 -7.363 13.762
N -6.365 -6.981 14.391
O -6.521 -7.278 15.552
O -7.155 -6.385 13.689
H -4.480 -7.923 14.473
H -4.583 -6.439 13.473
H -5.252 -7.974 12.881
C -1.421 -9.217 11.042
N -0.052 -9.037 10.475
O 0.869 -9.041 11.281
O 0.054 -8.818 9.295
H -1.906 -8.245 10.985
H -1.260 -9.567 12.049
H -2.000 -9.906 10.434
C -0.366 -9.522 17.999
O -0.189 -8.413 18.923
P 0.836 -7.279 18.583
O 0.540 -6.572 17.311
O 0.835 -6.372 19.847
C -0.174 -5.377 20.151
O 2.268 -7.873 18.571
C 2.616 -9.003 19.400
H -0.693 -10.363 18.600
H 0.546 -9.778 17.461
H -1.130 -9.264 17.270
H 0.122 -4.428 19.700
H -0.136 -5.273 21.227
H -1.145 -5.643 19.742
H 2.480 -9.941 18.863
H 2.016 -9.047 20.308
H 3.661 -8.877 19.660
C 3.128 -8.458 14.265
C 3.695 -7.974 12.953
O 5.132 -8.053 13.058
C 5.799 -8.111 11.908
O 5.341 -8.118 10.807
C 7.321 -8.225 12.135
F 7.729 -9.427 11.732
F 7.943 -7.286 11.418
F 7.674 -8.071 13.421
H 2.064 -8.225 14.377
H 3.649 -8.085 15.151
H 3.203 -9.544 14.349
H 3.423 -6.936 12.752
H 3.365 -8.610 12.136
C 1.376 -11.875 14.156
C 0.704 -12.523 12.974
O 1.339 -13.751 12.605
C 2.485 -13.647 11.968
O 3.037 -12.635 11.638
C 3.058 -15.016 11.578
F 2.394 -16.027 12.139
F 3.018 -15.154 10.252
F 4.333 -15.086 11.972
H 0.933 -10.899 14.342
H 2.438 -11.786 13.922
H 1.324 -12.452 15.081
H 0.817 -11.833 12.131
H -0.343 -12.734 13.164
```

Atom charges from the Löwdin analysis, given in e for atoms 1 to 8: Ba 1.88; B -0.66; H 0.00; H -0.09; H -0.10; H -0.04; C 0.03; N -0.43


The following is a DFT calculation (ωB97M-V with the def2-TZVPD basis set) of a cluster of 3 separate species, C14H32FN2O4PS in total at a distorted geometry.

Properties
HOMO level	-0.33477	Eh
SMILES	CCCCCCCCPS(=O)(=O)F.CNC(C)=O.CNC(C)=O
energy above the lowest of the compared OMol25 structures with the same formula, charge and spin	54.9	kJ/mol
energy	-49048.3069	eV
HOMO-LUMO gap	9.532	eV

```
55
C14H32FN2O4PS, DFT ωB97M-V with the def2-TZVPD basis set
C -0.841 3.995 4.581
C -2.126 4.827 4.421
C -3.437 4.029 4.550
C -4.050 3.713 3.172
C -3.549 2.359 2.631
C -3.217 2.336 1.130
C -2.026 1.407 0.838
C -2.219 0.507 -0.412
P -0.734 0.430 -1.504
S -1.121 1.787 -3.107
O -2.418 1.553 -3.626
O -0.045 1.654 -4.018
F -1.040 3.257 -2.555
H -0.375 4.139 5.549
H -0.991 2.930 4.433
H -0.116 4.316 3.837
H -2.090 5.361 3.479
H -2.112 5.576 5.207
H -4.165 4.572 5.143
H -3.225 3.096 5.064
H -5.129 3.645 3.293
H -3.858 4.527 2.480
H -4.261 1.576 2.878
H -2.634 2.121 3.160
H -4.076 2.032 0.540
H -2.983 3.352 0.823
H -1.844 0.756 1.685
H -1.144 2.029 0.744
H -2.324 -0.518 -0.075
H -3.104 0.761 -0.984
H 0.316 1.077 -0.820
C 3.096 -2.084 -5.878
N 3.214 -2.295 -4.447
C 2.831 -1.465 -3.444
C 2.200 -0.151 -3.825
O 2.997 -1.789 -2.274
H 2.486 -2.874 -6.320
H 4.084 -2.112 -6.340
H 2.636 -1.126 -6.092
H 3.629 -3.155 -4.125
H 1.950 0.389 -2.922
H 2.892 0.454 -4.412
H 1.289 -0.317 -4.395
C 3.383 -4.693 -1.105
N 2.347 -5.503 -0.480
C 2.397 -6.183 0.693
C 3.686 -6.115 1.480
O 1.433 -6.820 1.089
H 3.030 -3.670 -1.243
H 3.620 -5.112 -2.088
H 4.283 -4.681 -0.501
H 1.461 -5.590 -0.953
H 3.568 -6.703 2.384
H 4.513 -6.524 0.899
H 3.913 -5.085 1.757
```

Atom charges from the Löwdin analysis, given in e for atoms 1 to 8: C -0.10; C -0.24; C -0.21; C -0.20; C -0.20; C -0.20; C -0.26; C -0.42


The following is a DFT calculation (ωB97M-V with the def2-TZVPD basis set) of a structure of composition C14H32IN6O9P at a distorted geometry.

Properties
HOMO level	-0.30445	Eh
energy	-59797.2658	eV
HOMO-LUMO gap	8.719	eV

```
63
C14H32IN6O9P, DFT ωB97M-V with the def2-TZVPD basis set
C -0.013 -3.078 0.772
C 0.356 -2.539 -0.582
O -0.487 -2.387 -1.446
O 1.668 -2.323 -0.877
C 2.439 -1.573 0.068
C 2.623 -0.090 -0.295
C 1.549 0.557 -1.158
C 0.550 1.442 -0.431
I 1.617 3.153 0.484
O -0.313 2.033 -1.378
C -1.382 1.275 -1.881
O -1.201 0.506 -2.812
C -2.771 1.528 -1.328
C -3.454 0.290 -0.803
C -4.867 0.688 -0.309
O -3.556 -0.684 -1.826
P -0.361 0.589 0.953
C -1.376 1.951 1.661
O 0.732 0.299 2.138
H -0.892 -2.538 1.087
H 0.737 -2.947 1.537
H -0.275 -4.121 0.671
H 2.078 -1.659 1.081
H 3.421 -2.024 0.065
H 2.792 0.443 0.628
H 3.550 -0.017 -0.848
H 1.005 -0.141 -1.780
H 2.067 1.224 -1.828
H -2.787 2.331 -0.610
H -3.351 1.871 -2.178
H -2.947 -0.136 0.053
H -5.592 0.012 -0.731
H -5.115 1.713 -0.550
H -4.915 0.598 0.769
H -3.448 -1.537 -1.418
H -1.476 2.727 0.919
H -0.833 2.354 2.508
H -2.328 1.561 1.971
H 1.277 1.079 2.325
C -3.924 4.215 3.185
O -3.817 3.556 2.166
N -3.160 3.977 4.297
N -4.814 5.248 3.301
H -3.236 4.511 5.140
H -2.496 3.229 4.249
H -5.389 5.451 2.506
H -4.913 5.800 4.131
C 4.073 -4.469 2.283
O 3.307 -3.631 2.723
N 3.822 -5.152 1.123
N 5.248 -4.792 2.908
H 4.442 -5.842 0.745
H 2.974 -4.935 0.635
H 5.464 -4.310 3.759
H 5.888 -5.477 2.557
C 2.802 0.300 -4.608
O 2.965 0.951 -3.590
N 2.326 -0.980 -4.583
N 3.076 0.802 -5.852
H 2.176 -1.526 -5.408
H 2.100 -1.376 -3.687
H 3.422 1.740 -5.904
H 2.941 0.282 -6.697
```

Atom charges from the Löwdin analysis, given in e for atoms 1 to 8: C 0.01; C -0.53; O 0.09; O -0.02; C -0.18; C -0.17; C -0.25; C -0.88